Here is C45H51N9SrTe as an isolated structure from the OMol25 dataset. Energies are from ωB97M-V/def2-TZVPD.

Values from the calculation:
ΔE to the lowest compared entry with this formula, charge and spin   67.3 kcal/mol
2S+1   1

Geometry (Å):
Sr -7.0460 -1.7612 -3.7678
C 6.5486 -0.8525 4.0497
C 6.6135 -1.7032 2.7478
C 5.2157 -1.8885 2.2030
C 4.8273 -1.1579 1.1350
C 3.4845 -1.3188 0.6952
C 2.6181 -2.1499 1.3581
C 3.1128 -2.7299 2.5185
N 4.3523 -2.5500 2.9644
N 6.2959 -1.4298 5.3975
C 7.4215 -2.1164 5.9332
C 7.1405 -3.5543 5.6610
C 5.8003 -3.9831 5.8981
C 5.4957 -5.1868 5.4020
C 6.4736 -6.0388 5.0121
C 7.8039 -5.5253 4.8703
N 8.1009 -4.2790 5.1290
C 5.5844 -0.4242 6.3575
C 6.3363 0.9466 6.6121
C 7.3738 1.0810 7.5352
C 7.9579 2.2872 7.8021
C 7.4541 3.4153 7.0549
C 6.4282 3.2124 6.1985
N 5.8658 2.0582 5.9047
H 5.7985 -0.0798 3.7957
H 7.5213 -0.2784 4.1139
H 7.1808 -2.6405 2.9899
H 7.0944 -1.1645 1.9403
H 5.4272 -0.3605 0.6514
H 3.0509 -0.7865 -0.1444
H 1.5672 -2.3847 1.2209
H 2.4701 -3.4115 3.1201
H 7.2738 -2.1060 6.9883
H 8.4749 -1.8464 5.6620
H 5.0771 -3.3462 6.4370
H 4.4897 -5.6461 5.2514
H 6.1733 -6.9886 4.5509
H 8.5876 -6.2080 4.5221
H 5.4575 -0.9801 7.3237
H 4.6447 -0.1938 6.0030
H 7.7652 0.2245 7.9973
H 8.8814 2.3130 8.4349
H 7.8231 4.3923 7.2010
H 5.9922 4.1037 5.6724
Te 3.6181 5.8303 -7.5342
C 4.1955 5.6311 -5.4928
C 5.4054 4.9308 -5.2790
C 5.7788 4.5690 -3.9877
C 5.0451 5.0167 -2.8802
C 3.9329 5.8084 -3.0737
C 3.5199 6.1494 -4.3526
C 2.6736 3.8869 -7.5620
C 1.4819 3.5976 -6.9485
C 1.0778 2.2180 -6.8980
C 1.9546 1.2270 -7.3784
C 3.1577 1.5851 -7.9603
C 3.5209 2.8814 -8.0508
H 5.9680 4.6407 -6.1104
H 6.6865 3.9621 -3.7321
H 5.3018 4.7398 -1.8624
H 3.4426 6.2384 -2.1970
H 2.5947 6.7000 -4.4627
H 0.9390 4.3767 -6.4278
H 0.2663 1.9689 -6.3155
H 1.6788 0.1475 -7.2857
H 3.8957 0.7738 -8.2505
H 4.4455 3.1777 -8.5648
C -7.5117 -2.6651 0.4606
C -8.9686 -2.9508 0.1447
C -9.2527 -4.3309 -0.5714
C -9.6959 -1.6993 -0.3611
C -10.3675 -0.8988 0.6076
C -10.8313 0.3977 0.3034
C -10.5589 0.9363 -0.9073
C -9.8295 0.2172 -1.8677
C -9.4774 0.9450 -3.1884
C -9.6968 2.5015 -3.0130
C -10.3017 0.4446 -4.4103
C -9.5488 -1.1496 -1.6474
N -9.0713 -1.9145 -2.7192
H -7.4124 -1.9945 1.3160
H -6.9753 -2.1559 -0.3503
H -6.8646 -3.5351 0.6930
H -9.3908 -3.1277 1.1217
H -10.2676 -4.5169 -0.9464
H -8.8695 -5.0806 0.1516
H -8.5240 -4.4457 -1.4572
H -10.4165 -1.4661 1.5115
H -11.4436 0.8101 1.1037
H -11.0329 1.8661 -1.0762
H -8.3933 0.9051 -3.4069
H -10.7633 2.6327 -2.8839
H -9.3593 3.0946 -3.8040
H -9.2337 2.9503 -2.0578
H -11.4156 0.5886 -4.1126
H -10.2155 -0.6372 -4.5301
H -9.9979 0.9159 -5.3669
N -5.5272 -0.1374 -2.4607
C -4.2410 0.0266 -2.4830
N -3.5459 0.9996 -1.8394
N -3.2815 -0.5887 -3.3277
C -3.8833 -1.6302 -3.6056
N -4.6898 -2.4813 -3.6828
H -6.1021 0.3687 -1.8361
H -9.0185 -2.8559 -2.1873
H -4.0391 1.6595 -1.2552
H -2.5750 0.9815 -1.8544


Here is C16H31Ca2Cl3FKN2O11S as an isolated structure from the OMol25 dataset. Energies are from ωB97M-V/def2-TZVPD.

Values from the calculation:
2S+1   1
Calculated total energy   -146900.38343 eV

Geometry (Å):
C 1.6446 1.5325 2.8180
C 0.1555 1.1139 2.3838
O -0.1695 1.4306 1.0092
C -1.5871 1.4953 0.7865
C -2.3505 0.0977 1.0342
O -3.7660 0.2110 0.7535
C -4.5479 -0.6747 1.5745
C -4.7870 0.1471 2.9254
C -5.9461 1.2524 2.8408
C -5.3798 2.7509 2.7540
N -5.3248 3.2705 1.3450
C -3.9964 -2.1962 1.7031
O -5.1613 -2.8675 2.2919
C -6.2329 -2.3237 1.4819
O -7.2971 -2.9445 1.2728
O -5.8564 -1.0369 0.9521
H 2.1944 0.5951 3.2027
H 2.2723 1.9708 1.9753
H 1.6175 2.2425 3.7264
H 0.1194 -0.0401 2.4664
H -0.6148 1.4892 3.1481
H -2.1273 2.3304 1.3453
H -1.7238 1.7308 -0.3354
H -2.1956 -0.2092 2.1204
H -1.8919 -0.7009 0.3358
H -3.8292 0.7036 3.2490
H -5.0016 -0.5847 3.7928
H -6.5271 1.1838 3.8364
H -6.6861 1.1122 1.9886
H -6.0270 3.4996 3.3393
H -4.3177 2.8651 3.2024
H -5.1324 4.3055 1.4291
H -4.5016 2.8749 0.8628
H -3.6766 -2.6002 0.6737
H -3.2124 -2.1346 2.5227
Cl -5.8806 0.4330 -0.7415
Ca -8.2627 -0.4698 -1.5184
C 5.2412 -1.4060 -0.7308
S 4.3562 0.0737 -0.2101
O 4.4750 0.1662 1.2786
C 2.7033 -0.5549 -0.5814
H 6.3038 -1.2538 -0.5502
H 4.8955 -2.2672 -0.1565
H 5.0762 -1.5733 -1.7952
H 2.5187 -1.4703 -0.0170
H 2.6217 -0.7489 -1.6517
H 1.9714 0.2024 -0.2938
O 4.5498 -2.7242 -3.6535
C 3.8804 -1.9925 -4.3315
O 3.4548 -0.7595 -3.9323
C 2.5921 -0.2095 -4.9367
C 2.9492 -0.9374 -6.2120
C 3.3533 -2.3060 -5.7052
H 1.5542 -0.3815 -4.6369
H 2.7629 0.8653 -5.0181
H 2.1339 -0.9609 -6.9367
H 3.8085 -0.4535 -6.6870
H 2.4954 -2.9759 -5.6129
H 4.1263 -2.7539 -6.3289
N 8.8301 -0.8214 -1.0556
O 8.0511 -0.3456 -1.9164
O 8.6090 -1.9254 -0.5694
O 9.8307 -0.1683 -0.6959
K 9.4089 2.1189 -0.2377
Cl -5.7691 5.8487 2.5117
F 6.4181 0.3723 2.1279
Ca 7.6108 2.3677 -3.0384
Cl -4.8058 -4.8808 3.0252


Here is one molecule with the formula C4H11NS2 from the OMol25 dataset. Energies are from ωB97M-V/def2-TZVPD.

Values from the calculation:
ΔE to the lowest compared entry with this formula, charge and spin   8.3 kcal/mol
SMILES   CCNCCSS
2S+1   1

Geometry (Å):
S 0.9796 1.5115 -1.8263
S 1.8986 0.2094 -0.5022
C 1.0918 0.6276 1.0719
C -0.4162 0.4607 1.0702
N -0.8250 -0.8547 0.6447
C -2.2731 -1.0369 0.5708
C -2.7007 -2.4131 1.0922
H 1.8395 2.5252 -1.6576
H 1.5205 -0.0373 1.8149
H 1.3192 1.6652 1.3108
H -0.7719 0.6366 2.0902
H -0.8451 1.2756 0.4738
H -0.3858 -1.0731 -0.2450
H -2.6115 -0.8668 -0.4520
H -2.7537 -0.2777 1.1788
H -2.2067 -2.5556 2.0470
H -3.7780 -2.4229 1.2442
H -2.3812 -3.2086 0.4231


Here is one molecule with the formula CH5NO from the OMol25 dataset. Energies are from ωB97M-V/def2-TZVPD.

Values from the calculation:
ΔE to the lowest compared entry with this formula, charge and spin   38.2 kcal/mol
SMILES   CNO
2S+1   1

Geometry (Å):
C -0.4659 0.6017 0.3575
N 0.0233 -0.3198 -0.6305
O 1.0253 -1.1835 -0.0770
H 1.8616 -0.8550 -0.4332
H -0.7431 -0.9237 -0.9454
H -0.6700 0.1575 1.3365
H -1.3589 1.0922 -0.0185
H 0.3277 1.4306 0.4106


The records above give, respectively, max |F| values of 0.089 0.116 0.014 0.043 Eh/bohr.